Run A
Formula: C3H7NS
Source: OMol25
Level of theory: ωB97M-V with the def2-TZVPD basis set

Each line ends with the natural charge from an NBO analysis.
Positions of all 12 atoms, in Å:
S  0.34  0.21  0.70  0.42
N  -1.04  -0.11  1.57  -0.59
C  -1.27  0.35  2.81  -0.11
C  0.02  -0.33  -1.12  -0.58
C  1.42  -0.35  -1.88  -0.65
H  -0.87  0.20  -1.62  0.23
H  1.88  -1.50  -1.79  0.27
H  1.14  0.31  -3.20  0.24
H  -0.58  1.21  3.31  0.15
H  -0.55  -1.33  -0.90  0.22
H  1.76  0.91  -1.08  0.21
H  -2.25  0.42  3.19  0.18

- highest occupied orbital energy (hartree) = -0.31421

=====

Run B
Formula: C3H7NS
Source: OMol25
Level of theory: ωB97M-V with the def2-TZVPD basis set

Each line ends with the natural charge from an NBO analysis.
Positions of all 12 atoms, in Å:
S  -2.25  0.46  0.04  0.20
N  -0.64  -0.01  -0.08  -0.62
C  -0.30  -1.39  0.12  -0.41
C  0.41  1.10  -0.08  0.02
C  1.67  0.95  0.28  -0.50
H  0.78  -1.51  0.06  0.21
H  -0.66  -1.76  1.09  0.19
H  2.33  1.79  0.25  0.22
H  -0.76  -1.99  -0.67  0.20
H  2.08  0.02  0.61  0.20
H  -0.04  2.03  -0.37  0.21
H  -2.60  0.31  -1.26  0.08

- highest occupied orbital energy (hartree) = -0.30765
- SMILES = C=CN(C)S

=====

Run C
Formula: C3H7NS
Source: OMol25
Level of theory: ωB97M-V with the def2-TZVPD basis set

Each line ends with the natural charge from an NBO analysis.
Positions of all 12 atoms, in Å:
S  -2.17  -0.55  -0.23  -0.07
N  1.01  -0.70  -1.08  -0.57
C  1.28  -0.70  0.44  -0.29
C  0.64  0.49  -0.22  -0.10
C  -0.89  0.87  -0.07  -0.53
H  -2.23  -0.89  1.14  0.14
H  0.13  -1.07  -1.26  0.35
H  0.80  -1.44  1.19  0.20
H  1.31  1.47  -0.24  0.21
H  2.26  -0.59  0.90  0.21
H  -1.17  1.29  -1.10  0.22
H  -0.95  1.82  0.53  0.24

- highest occupied orbital energy (hartree) = -0.34756
- SMILES = SC[C@H]1CN1

=====

Of them, run A has the lowest stability.

=====

Run A
Formula: C21H56O21S7
Source: OMol25
Level of theory: ωB97M-V with the def2-TZVPD basis set

Each line ends with the Mulliken charge.
Positions of all 105 atoms, in Å:
S  -6.29  -4.73  -0.45  1.22
S  0.55  0.30  -5.05  1.23
S  5.32  5.65  0.15  1.18
S  -2.58  1.14  0.75  1.18
S  1.52  2.90  5.02  1.22
S  6.66  -4.20  -1.72  1.15
S  -7.61  -2.18  4.20  1.15
O  6.44  5.27  1.00  -0.64
O  -3.18  1.09  -0.56  -0.61
O  -7.05  -1.90  2.72  -0.22
O  1.58  1.52  4.21  -0.29
O  2.17  0.45  -5.07  -0.28
O  2.88  3.28  5.25  -0.59
O  0.57  3.73  4.29  -0.63
O  -7.48  -4.20  -1.09  -0.62
O  -6.31  -5.31  0.87  -0.64
O  -6.56  -1.82  5.11  -0.63
O  -5.18  -3.56  -0.45  -0.25
O  5.72  -5.28  -1.96  -0.63
O  0.28  -1.09  -5.25  -0.64
O  4.11  4.56  0.31  -0.29
O  7.59  -4.22  -0.64  -0.59
O  -3.23  0.58  1.90  -0.47
O  -8.11  -3.52  4.25  -0.61
O  -1.00  0.75  0.63  -0.10
O  4.68  6.93  0.26  -0.61
O  5.78  -2.86  -1.56  -0.28
O  0.05  1.02  -3.91  -0.51
C  -6.22  -0.72  2.50  -0.31
C  -6.17  -0.47  0.99  -0.66
C  -5.60  -5.89  -1.65  -0.97
C  5.76  5.33  -1.55  -0.75
C  -3.92  -3.90  0.15  -0.35
C  -2.40  2.94  1.10  -1.17
C  0.30  0.99  3.82  0.24
C  0.76  2.50  6.61  -1.04
C  4.07  -1.31  -2.15  -0.90
C  4.38  3.27  0.89  -0.47
C  2.72  1.77  -4.98  -0.33
C  -0.33  0.85  -0.62  -0.40
C  1.03  0.22  -0.64  -0.66
C  3.73  1.73  -3.84  -0.99
C  0.08  1.24  -6.49  -1.03
C  3.18  2.88  1.73  -0.70
C  7.55  -3.83  -3.20  -0.89
C  4.71  -2.67  -2.47  -0.29
C  -9.00  -1.03  4.17  -0.84
C  0.48  -0.43  3.35  -1.19
C  -3.02  -2.68  -0.05  -0.71
H  4.45  2.59  0.03  0.18
H  5.31  3.24  1.46  0.45
H  -5.80  0.53  0.76  0.30
H  3.26  -1.04  -2.83  0.32
H  1.05  -0.84  -0.37  0.47
H  1.65  0.57  0.20  0.09
H  -5.48  -1.19  0.55  -0.27
H  4.52  0.99  -3.94  0.26
H  -0.98  1.20  -6.74  0.38
H  -2.16  -2.80  0.61  0.40
H  7.99  -2.86  -2.96  0.33
H  3.96  -3.45  -2.53  0.34
H  -0.88  0.34  -1.41  0.36
H  4.36  2.63  -3.80  0.39
H  -9.58  -1.27  3.28  0.31
H  3.13  3.45  2.66  0.30
H  -4.96  -6.61  -1.12  0.32
H  8.23  -4.58  -3.58  0.38
H  3.30  1.82  1.96  0.32
H  -3.40  -1.68  0.16  -0.14
H  5.03  -2.57  -3.51  0.23
H  -4.96  -5.29  -2.29  0.30
H  -8.56  -0.05  3.96  0.28
H  6.77  5.65  -1.78  0.39
H  -1.60  3.17  1.80  0.25
H  3.27  1.99  -5.89  0.29
H  4.81  -0.56  -2.45  0.19
H  -6.60  0.10  3.11  0.50
H  -3.37  3.21  1.51  0.43
H  -0.22  1.93  -0.79  0.20
H  -2.66  -2.54  -1.08  0.32
H  1.54  0.34  -1.60  -0.01
H  -0.39  -0.80  2.80  0.21
H  1.22  1.59  6.99  0.35
H  -5.22  -1.05  2.75  0.20
H  -0.47  1.09  4.59  0.36
H  -7.09  -0.61  0.43  0.41
H  3.89  -1.17  -1.09  0.33
H  1.95  2.50  -4.73  0.43
H  1.33  -0.45  2.66  0.24
H  -4.02  -4.16  1.20  0.33
H  5.60  4.29  -1.81  0.11
H  -9.54  -0.97  5.10  0.36
H  6.85  -3.72  -4.03  0.30
H  0.54  0.80  -7.38  0.37
H  -0.32  2.41  6.55  0.35
H  1.15  3.28  7.26  0.41
H  2.28  3.07  1.15  0.20
H  -6.40  -6.47  -2.11  0.39
H  3.23  1.62  -2.87  0.17
H  5.06  5.95  -2.11  0.33
H  -3.39  -4.69  -0.39  0.42
H  -0.08  1.54  2.96  -0.04
H  0.44  2.27  -6.44  0.32
H  -2.14  3.39  0.15  0.38
H  0.71  -1.18  4.11  0.41

- highest occupied orbital energy (hartree) = -0.39475
- SMILES = CCOS(C)(=O)=O.CCOS(C)(=O)=O.CCOS(C)(=O)=O.CCOS(C)(=O)=O.CCOS(C)(=O)=O.CCOS(C)(=O)=O.CCOS(C)(=O)=O

=====

Run B
Formula: C21H56O21S7
Source: OMol25
Level of theory: ωB97M-V with the def2-TZVPD basis set

Each line ends with the Mulliken charge.
Positions of all 105 atoms, in Å:
S  -6.14  5.35  1.24  1.20
S  3.92  -0.99  4.31  1.17
S  -3.12  6.97  4.77  1.02
S  3.08  -1.35  -4.46  1.18
S  2.85  -4.24  0.19  1.19
S  -4.39  -1.77  -7.06  1.13
S  -0.48  0.45  1.99  1.06
O  2.88  0.06  -4.21  -0.64
O  -2.28  5.75  4.09  -0.18
O  4.84  -0.28  5.16  -0.67
O  4.69  -2.08  3.41  -0.13
O  2.58  -5.53  1.12  -0.38
O  -3.47  -1.81  -5.70  -0.24
O  2.79  -1.68  4.92  -0.60
O  -4.50  6.57  4.83  -0.56
O  1.91  -3.23  0.59  -0.42
O  -1.52  0.62  1.01  -0.50
O  -4.88  6.06  1.09  -0.59
O  -3.50  -2.11  -8.13  -0.59
O  0.94  0.45  1.19  -0.26
O  -2.39  7.50  5.91  -0.61
O  -7.40  5.81  0.71  -0.66
O  3.78  -1.60  -5.88  -0.26
O  -5.14  -0.54  -7.08  -0.61
O  -0.29  1.27  3.16  -0.58
O  -5.96  3.89  0.60  -0.38
O  3.72  -2.17  -3.46  -0.59
O  4.28  -4.01  0.18  -0.65
C  1.98  -4.83  3.42  -0.69
C  0.16  -0.66  -0.94  -0.29
C  -4.79  1.89  1.17  -0.97
C  5.09  -1.13  -6.09  -0.33
C  -2.95  -1.20  -3.49  -1.01
C  1.45  -2.06  -4.69  -0.73
C  -5.54  -3.13  -6.70  -0.90
C  -6.35  4.93  2.95  -0.66
C  3.30  0.06  3.03  -0.70
C  -0.29  4.66  3.51  -1.17
C  1.01  0.40  -0.23  -0.46
C  -2.99  8.13  3.41  -0.88
C  6.00  -1.73  2.92  -0.30
C  -0.52  -1.26  2.62  -0.72
C  6.11  -2.28  -5.97  -1.04
C  2.39  -4.93  -1.44  -0.92
C  -0.95  5.53  4.56  -0.19
C  6.71  -2.93  2.34  -1.04
C  -4.67  3.26  0.59  -0.03
C  3.01  -5.46  2.52  -0.23
C  -4.12  -1.50  -4.44  -0.32
H  -4.22  3.19  -0.40  0.29
H  -5.77  1.45  0.91  0.35
H  -2.03  -0.97  -4.02  0.23
H  -4.94  1.93  2.26  0.27
H  -0.82  3.72  3.34  0.24
H  6.60  -3.80  3.00  0.26
H  2.49  0.64  3.45  0.37
H  -3.18  -0.38  -2.81  0.32
H  -3.67  8.95  3.64  0.38
H  2.22  -4.99  4.47  0.39
H  5.78  -1.06  2.07  0.26
H  -0.88  -0.41  -1.14  0.40
H  -6.01  -2.93  -5.75  0.33
H  7.14  -2.01  -6.21  0.39
H  -2.74  -2.08  -2.88  0.32
H  0.98  -1.83  -3.75  0.05
H  1.31  -4.91  -1.46  0.34
H  2.80  -4.18  -2.11  0.20
H  -4.97  -4.05  -6.73  0.30
H  2.76  -5.94  -1.53  0.37
H  2.89  -0.52  2.21  0.03
H  0.71  4.32  3.79  0.39
H  4.00  -5.01  2.53  0.20
H  -0.91  4.99  5.50  0.25
H  -0.78  -1.86  1.76  0.30
H  1.87  -3.76  3.24  -0.06
H  -4.01  1.20  0.86  0.19
H  -4.75  -0.61  -4.50  0.36
H  -1.96  8.47  3.35  0.33
H  3.14  -6.51  2.75  0.28
H  -0.39  6.46  4.61  0.37
H  5.19  -0.68  -7.07  0.37
H  0.25  -1.64  -0.47  0.26
H  -6.94  5.76  3.34  0.39
H  6.24  -2.56  -4.92  0.25
H  -0.20  5.13  2.53  0.35
H  7.76  -2.65  2.28  0.41
H  0.43  -1.46  3.11  -0.03
H  5.76  -3.16  -6.50  0.29
H  -4.72  -2.34  -4.09  0.33
H  2.06  0.17  -0.42  0.35
H  4.17  0.59  2.64  0.39
H  0.60  -0.78  -1.93  -0.34
H  0.81  1.39  -0.64  0.27
H  -1.29  -1.21  3.40  0.52
H  5.45  -0.42  -5.34  0.29
H  -3.27  7.66  2.47  0.27
H  -6.31  -3.05  -7.47  0.37
H  1.00  -1.52  -5.52  0.41
H  -6.78  3.94  2.93  0.36
H  -3.91  3.86  1.09  0.16
H  6.62  -1.11  3.56  0.44
H  -5.36  4.99  3.39  0.09
H  1.00  -5.25  3.19  0.32
H  6.29  -3.25  1.40  0.15
H  1.66  -3.07  -5.01  0.39

- highest occupied orbital energy (hartree) = -0.40363
- SMILES = CCOS(C)(=O)=O.CCOS(C)(=O)=O.CCOS(C)(=O)=O.CCOS(C)(=O)=O.CCOS(C)(=O)=O.CCOS(C)(=O)=O.CCOS(C)(=O)=O

=====

Of them, run A has the lowest stability.

=====

Run A
Formula: C7H8O
Source: OMol25
Level of theory: ωB97M-V with the def2-TZVPD basis set

Each line ends with the natural charge from an NBO analysis.
Positions of all 16 atoms, in Å:
O  0.52  1.19  -1.36  -0.50
C  -0.81  0.66  -0.71  0.06
C  0.20  -0.49  0.93  -0.33
C  -0.75  0.66  0.71  -0.42
C  1.41  -0.02  0.44  -0.26
C  -0.94  -0.76  -1.12  -0.24
C  -0.32  -1.42  -0.09  -0.11
C  1.48  0.99  -0.38  0.09
H  2.18  -0.48  1.40  0.23
H  -0.33  -2.46  -0.10  0.20
H  -1.62  1.12  -1.16  0.21
H  2.31  1.46  -0.92  0.21
H  -1.65  0.45  1.06  0.22
H  0.05  -1.12  1.86  0.23
H  -1.28  -1.30  -1.82  0.20
H  -0.46  1.51  1.26  0.22

- highest occupied orbital energy (hartree) = -0.31409
- SMILES = C1=C[C@@H]2C=C[C@@H](C2)O1

=====

Run B
Formula: C7H8O
Source: OMol25
Level of theory: ωB97M-V with the def2-TZVPD basis set

Each line ends with the natural charge from an NBO analysis.
Positions of all 16 atoms, in Å:
O  -1.84  1.17  -0.52  -0.48
C  1.94  0.14  -0.60  -0.41
C  -0.82  0.11  -0.61  0.07
C  -0.65  -0.11  1.60  -0.24
C  0.51  -0.16  -1.29  -0.25
C  -0.81  0.87  0.61  -0.03
C  0.34  -0.97  1.11  -0.14
C  1.15  -0.97  -0.08  -0.30
H  0.55  -1.93  1.68  0.21
H  0.61  -0.57  -2.35  0.23
H  1.65  1.27  -0.15  0.23
H  -0.02  1.72  0.41  0.20
H  -1.31  -0.82  -0.69  0.18
H  2.92  -0.06  -1.10  0.25
H  1.40  -2.01  -0.60  0.24
H  -1.13  -0.43  2.48  0.23

- highest occupied orbital energy (hartree) = -0.33139
- SMILES = C1=C[C@@H]2O[C@H]2[C@H]2C[C@@H]12

=====

Run C
Formula: C7H8O
Source: OMol25
Level of theory: ωB97M-V with the def2-TZVPD basis set

Each line ends with the natural charge from an NBO analysis.
Positions of all 16 atoms, in Å:
O  -0.28  3.10  -0.64  -0.54
C  -0.19  -0.65  -0.96  -0.43
C  -0.19  1.79  -0.51  0.59
C  -0.96  0.66  -0.93  -0.36
C  -1.15  0.47  0.63  -0.38
C  1.92  -1.46  0.52  -0.45
C  0.91  -0.48  0.13  0.03
C  0.32  0.83  0.76  -0.30
H  0.58  -1.34  -1.91  0.25
H  -1.82  1.01  1.35  0.25
H  0.62  1.23  1.60  0.22
H  2.19  -2.35  -0.03  0.20
H  -1.94  0.63  -1.60  0.25
H  2.74  -1.43  1.21  0.21
H  -1.75  -0.61  0.74  0.22
H  -1.00  -1.40  -0.36  0.23

- highest occupied orbital energy (hartree) = -0.32710

=====

Of them, run C has the lowest stability.